The following is a quantum chemistry calculation of a structure of composition C37H34AsBr2N3O2TeTi in a non-equilibrium geometry, from OMol25.

CARTESIAN COORDINATES (ANGSTROEM)
Te (-15.634, -10.091, -15.655)
Br (-17.158, -10.473, -10.101)
Br (-19.840, -13.391, -12.050)
As (-15.340, -6.978, -9.730)
Ti (-16.807, -8.782, -12.558)
O (-16.309, -7.491, -11.017)
O (-14.687, -8.855, -12.793)
N (-12.926, -7.967, -13.950)
N (-16.685, -10.440, -13.879)
N (-18.678, -8.622, -11.326)
C (-16.141, -2.462, -9.161)
C (-16.773, -14.008, -18.110)
C (-17.186, -7.745, -7.800)
C (-15.064, -6.844, -13.999)
C (-12.657, -6.231, -10.280)
C (-17.657, -8.373, -6.662)
C (-11.355, -6.431, -10.682)
C (-16.667, -11.618, -17.982)
C (-15.632, -5.132, -9.485)
C (-16.337, -14.126, -16.800)
C (-16.932, -12.761, -18.711)
C (-15.862, -7.901, -8.157)
C (-16.349, -11.712, -13.267)
C (-17.236, -12.492, -12.644)
C (-18.627, -12.118, -12.644)
C (-14.185, -7.979, -13.550)
C (-16.799, -9.135, -5.896)
C (-18.749, -9.444, -10.278)
C (-16.534, -7.277, -13.962)
C (-15.862, -2.954, -10.438)
C (-13.056, -8.615, -10.298)
C (-16.195, -11.774, -16.685)
C (-19.871, -9.621, -9.478)
C (-19.775, -7.871, -11.547)
C (-15.903, -4.639, -8.214)
C (-16.190, -3.305, -8.062)
C (-11.749, -8.806, -10.710)
C (-19.058, -10.994, -13.242)
C (-21.018, -8.885, -9.763)
C (-15.605, -4.312, -10.605)
C (-15.995, -13.009, -16.099)
C (-14.972, -8.652, -7.394)
C (-13.512, -7.318, -10.112)
C (-10.890, -7.730, -10.892)
C (-15.447, -9.263, -6.256)
C (-18.092, -10.011, -13.787)
C (-20.953, -7.972, -10.810)
H (-9.863, -7.895, -11.219)
H (-16.827, -10.626, -18.354)
H (-16.900, -7.585, -14.943)
H (-21.939, -9.026, -9.182)
H (-13.934, -8.750, -7.666)
H (-14.789, -9.884, -5.646)
H (-21.793, -7.351, -11.055)
H (-20.113, -10.777, -13.359)
H (-16.351, -1.413, -9.011)
H (-10.689, -5.583, -10.817)
H (-19.859, -10.299, -8.645)
H (-17.830, -7.171, -8.437)
H (-16.928, -13.465, -12.271)
H (-15.852, -2.284, -11.279)
H (-15.550, -13.089, -15.127)
H (-15.435, -4.737, -11.588)
H (-15.316, -11.980, -13.394)
H (-17.155, -6.434, -13.651)
H (-17.162, -9.660, -5.015)
H (-16.980, -14.898, -18.681)
H (-16.463, -2.913, -7.089)
H (-14.882, -6.051, -13.261)
H (-16.229, -15.112, -16.367)
H (-17.263, -12.699, -19.734)
H (-11.390, -9.824, -10.881)
H (-18.705, -8.301, -6.390)
H (-12.551, -7.209, -14.486)
H (-12.322, -8.728, -13.636)
H (-13.745, -9.439, -10.190)
H (-15.923, -5.315, -7.358)
H (-14.733, -6.444, -14.961)
H (-13.067, -5.253, -10.091)
H (-18.468, -9.582, -14.712)
H (-19.736, -7.200, -12.393)

gap between HOMO and LUMO: 7.31 eV
ΔE to the lowest compared entry with this formula, charge and spin: 0.000 eV
2S+1: 1
maximum force: 1.57 eV Å⁻¹
net charge: +2


The following is a quantum chemistry calculation of a structure of composition C31H64CaNO9 in a non-equilibrium geometry, from OMol25.

CARTESIAN COORDINATES (ANGSTROEM)
Ca (-7.872, 23.901, 1.072)
O (-9.345, 23.296, -0.736)
O (-1.548, 23.501, -3.735)
O (-5.530, 24.414, 1.113)
O (-7.428, 23.630, 3.355)
O (-6.175, 22.990, -0.442)
O (-1.570, 19.576, 1.390)
O (-7.986, 21.612, 1.435)
O (-3.985, 23.258, -0.039)
O (-4.402, 25.789, 4.647)
N (-1.504, 24.717, 0.701)
C (-3.571, 23.426, -5.022)
C (-9.157, 21.225, 2.177)
C (-0.879, 25.358, -0.436)
C (-4.297, 27.895, 3.646)
C (-0.750, 23.602, 1.286)
C (-3.469, 26.536, 5.434)
C (-6.385, 22.669, 5.214)
C (-9.541, 19.885, 1.581)
C (-7.232, 23.836, 5.736)
C (-6.158, 23.074, 3.773)
C (-1.969, 25.621, 1.743)
C (-8.176, 19.238, 1.324)
C (-9.959, 22.444, -2.812)
C (-2.555, 22.926, -2.923)
C (-2.739, 20.331, 1.673)
C (-5.256, 23.533, 0.234)
C (-1.879, 26.157, -1.273)
C (-3.790, 19.888, 0.665)
C (-8.049, 24.254, 4.510)
C (-11.216, 22.435, -1.946)
C (-2.919, 19.501, -0.548)
C (-1.687, 18.929, 0.122)
C (-7.229, 20.427, 1.117)
C (-3.581, 28.006, 4.985)
C (-8.844, 22.449, -1.790)
C (-0.380, 22.518, 0.281)
C (-3.863, 23.441, -3.519)
C (-10.790, 23.215, -0.693)
C (-0.906, 26.443, 2.489)
C (-5.206, 26.710, 3.916)
C (-2.045, 23.630, -5.067)
H (-10.072, 20.068, 0.646)
H (-0.269, 27.010, 1.812)
H (-9.923, 21.993, 2.024)
H (-7.849, 18.636, 2.169)
H (-2.663, 26.334, 1.289)
H (-3.052, 20.079, 2.692)
H (-6.396, 20.335, 1.818)
H (-1.799, 24.628, -5.429)
H (-6.918, 21.717, 5.273)
H (-3.654, 27.660, 2.800)
H (-5.864, 22.259, 3.112)
H (-3.453, 23.858, 0.529)
H (-0.282, 25.842, 3.151)
H (0.149, 23.962, 1.812)
H (0.489, 22.785, -0.320)
H (-3.406, 18.779, -1.202)
H (-10.159, 19.288, 2.248)
H (-7.925, 22.869, -2.185)
H (-1.394, 26.549, -2.167)
H (-2.738, 20.408, -1.127)
H (-2.565, 21.409, 1.644)
H (-6.814, 20.519, 0.119)
H (-2.281, 27.009, -0.727)
H (-1.422, 27.169, 3.123)
H (-8.914, 21.197, 3.244)
H (-9.899, 23.354, -3.412)
H (-2.493, 21.833, -2.981)
H (-0.172, 21.565, 0.765)
H (-4.078, 24.266, -5.498)
H (-12.076, 22.880, -2.438)
H (-2.470, 26.117, 5.298)
H (-2.610, 28.497, 4.950)
H (-3.918, 22.512, -5.498)
H (-9.086, 23.914, 4.548)
H (-0.775, 19.083, -0.454)
H (-4.705, 22.844, -3.162)
H (-8.062, 25.340, 4.389)
H (-2.422, 23.303, -1.915)
H (-1.221, 22.367, -0.401)
H (-8.640, 21.447, -1.401)
H (-11.473, 21.414, -1.663)
H (-4.872, 28.785, 3.389)
H (-4.332, 19.000, 1.005)
H (-0.386, 24.629, -1.073)
H (-11.179, 24.232, -0.685)
H (-6.083, 26.990, 4.522)
H (-4.526, 20.634, 0.372)
H (-6.572, 24.639, 6.060)
H (-5.390, 23.844, 3.687)
H (-0.088, 26.053, -0.101)
H (-4.022, 24.463, -3.167)
H (-3.715, 26.430, 6.496)
H (-1.564, 22.886, -5.707)
H (-1.392, 23.158, 2.054)
H (-11.080, 22.670, 0.208)
H (-7.892, 23.577, 6.562)
H (-8.208, 18.587, 0.452)
H (-2.689, 25.487, -1.562)
H (-1.838, 17.859, 0.294)
H (-5.573, 26.201, 3.023)
H (-5.447, 22.552, 5.752)
H (-4.216, 28.554, 5.682)
H (-9.918, 21.605, -3.504)
H (-2.573, 25.048, 2.453)

gap between HOMO and LUMO: 7.06 eV
ΔE to the lowest compared entry with this formula, charge and spin: 0.000 eV
2S+1: 1
maximum force: 1.75 eV Å⁻¹
net charge: +1


> Among the records above, which one has the highest gap between HOMO and LUMO?

C37H34AsBr2N3O2TeTi